# 1
Molecular formula: C25H28F5IrO2S
Method: DFT, ωB97M-V with the def2-TZVPD basis set

XYZ file:
```
62
Properties=species:S:1:pos:R:3:forces:R:3:mulliken_spin:R:1
O -0.23720 -0.04254 -5.74283 -0.318 0.865 -2.504 0.00
C -0.33004 1.20156 -6.56533 -0.460 0.686 0.779 0.00
C 0.00539 0.54480 -7.87996 -0.023 -0.513 0.961 0.00
H 0.37904 1.96802 -6.23541 -0.259 -0.408 -0.158 0.00
H -1.35629 1.59362 -6.51433 0.264 0.024 0.072 0.00
C 0.03071 -0.72684 -7.00268 -0.177 -0.997 -1.243 0.00
H 0.97628 0.82094 -8.28641 -0.191 0.013 -0.157 0.00
H -0.80797 0.54857 -8.59807 0.213 0.119 -0.227 0.00
C 1.39221 -1.38890 -7.01005 -0.131 -0.078 0.138 0.00
H 2.10982 -0.71806 -6.51409 -0.126 -0.253 -0.179 0.00
H 1.70874 -1.55233 -8.05306 -0.073 -0.101 0.424 0.00
H 1.34019 -2.34568 -6.47993 0.249 0.039 -0.059 0.00
C -1.14583 -1.63509 -7.36381 0.300 -0.073 0.113 0.00
H -2.08653 -1.06405 -7.28154 0.338 -0.264 -0.058 0.00
H -1.18566 -2.50081 -6.68726 -0.079 0.156 -0.192 0.00
H -1.02842 -1.98606 -8.40277 -0.099 0.026 0.403 0.00
Ir -0.65997 -0.87315 -1.10559 0.768 1.620 -4.805 2.30
C -2.43533 -1.00284 0.20830 -1.348 0.084 0.367 0.21
C -2.04308 0.38060 0.20325 -0.835 0.686 -0.147 0.15
C -2.06090 0.84479 -1.16065 -1.365 0.269 1.096 0.15
H -1.73669 0.98218 1.05120 -0.084 -0.248 -0.172 0.01
C -2.51233 -0.24882 -1.99657 -1.324 0.537 0.201 0.12
C -2.74619 -1.38390 -1.15847 -1.743 -0.047 1.168 0.10
H -3.09677 -2.36936 -1.45873 0.100 0.354 0.014 0.00
H -2.47397 -1.66632 1.07272 -0.124 0.348 -0.318 -0.01
H -1.81006 1.84339 -1.51147 -0.140 -0.368 0.283 0.03
H -2.71358 -0.20640 -3.06830 0.384 -0.008 0.329 0.04
C 0.64382 -2.08865 0.41651 0.614 -0.765 0.881 0.27
C 0.29886 -2.79129 -0.78657 0.887 -0.893 0.134 0.15
C 0.83142 -2.04554 -1.91050 1.600 -1.186 1.068 0.02
H -0.23338 -3.73157 -0.84938 0.049 0.153 0.013 0.00
C 1.57173 -0.93761 -1.33536 1.665 -0.683 0.271 0.30
C 1.39650 -0.93492 0.06492 1.333 -0.241 0.559 0.08
H 1.81038 -0.18186 0.74342 -0.211 -0.605 -0.369 0.02
H 0.38694 -2.37810 1.43582 -0.002 0.043 -0.442 0.01
H 0.71834 -2.31060 -2.95845 0.205 0.125 0.173 0.03
H 2.21111 -0.26986 -1.89977 -0.256 -0.305 0.435 0.04
O 2.23543 1.24550 -4.63921 -1.244 1.408 -0.185 0.00
C 1.14367 0.83053 -3.80306 1.355 -0.710 1.238 0.08
C 0.00623 1.81353 -3.80040 0.051 0.126 -0.568 0.00
H 1.52886 0.83189 -2.77225 -0.098 0.386 -0.476 -0.03
H 0.85773 -0.19518 -4.06901 0.276 0.499 0.127 -0.05
C 0.72596 3.11535 -4.24019 -0.243 0.310 0.881 0.01
H -0.39938 1.87840 -2.78776 0.172 0.208 -0.253 -0.04
H -0.78981 1.46579 -4.47072 0.198 0.558 0.518 0.01
C 2.16754 2.72063 -4.66329 -0.139 -0.557 0.367 0.00
H 0.76357 3.77197 -3.35269 0.049 0.000 -0.583 0.00
H 0.17319 3.62822 -5.03362 0.202 -0.004 0.207 0.00
H 2.91699 3.11537 -3.93923 -0.434 -0.216 -0.590 0.00
H 2.37138 3.10174 -5.67784 0.246 -0.435 0.406 0.00
F 2.02176 1.78049 6.79643 -0.308 0.197 -1.625 0.02
C 1.76889 1.89064 5.47574 0.087 0.055 0.682 0.17
C 2.37988 2.89765 4.71028 0.424 0.554 0.507 -0.05
F 3.18172 3.78987 5.33739 -0.697 -0.887 -0.713 0.00
C 2.10830 2.99695 3.35198 0.337 0.789 -0.152 0.12
F 2.63906 4.02371 2.65081 -0.393 -1.167 0.825 0.01
C 1.22948 2.09457 2.68623 0.155 0.012 1.045 -0.05
S 0.93342 2.21764 1.04922 -0.171 0.349 -0.569 0.69
C 0.59331 1.12275 3.51190 -0.281 -0.135 -0.227 0.12
F -0.31102 0.29297 2.92738 0.806 0.539 0.745 0.01
C 0.84436 1.02831 4.87100 -0.726 -0.781 0.189 -0.03
F 0.16593 0.12487 5.62148 0.773 0.789 -0.647 0.00
```
Positions in Å, forces in eV/Å.

- Highest occupied orbital energy (spin up / spin down): -9.363 / -11.898 eV
- ⟨S²⟩: 8.794
- Kohn-Sham gap (spin up / spin down): 0.2603 / 0.2053 Eh
- Multiplicity: 6
- LUMO (spin up / spin down): -0.084 / -0.232 hartree
- Total charge: +1
- DFT total energy: -2121.10700 a.u.
- Relative energy (zero: lowest compared OMol25 entry of this formula, charge and spin): 0.0 kcal per mole

---

# 2
Molecular formula: C25H28F5O2PrS
Method: DFT, ωB97M-V with the def2-TZVPD basis set

XYZ file:
```
62
Properties=species:S:1:pos:R:3:forces:R:3:mulliken_spin:R:1
O -6.20155 0.59744 -0.32207 -2.595 -0.215 -0.555 0.00
C -7.15685 0.02965 -1.29468 0.865 -0.906 -0.710 0.00
C -8.35755 0.81086 -0.82702 0.647 0.467 0.533 0.00
H -7.22595 -1.05602 -1.15359 0.115 0.178 -0.218 0.00
H -6.87040 0.28258 -2.32651 0.071 -0.279 0.358 0.00
C -7.32383 1.37286 0.18957 -1.086 0.743 0.375 0.00
H -9.14904 0.23513 -0.33507 0.111 0.204 -0.383 0.00
H -8.73346 1.55845 -1.53262 -0.068 -0.315 0.145 0.00
C -7.73645 0.92919 1.57243 0.302 -0.030 0.570 0.00
H -7.80946 -0.17821 1.58425 0.028 0.643 0.142 0.00
H -8.71950 1.36390 1.82565 0.368 -0.197 -0.099 0.00
H -7.01044 1.26663 2.32914 -0.185 -0.258 -0.137 0.00
C -7.08551 2.86714 0.05150 0.113 -0.018 0.255 0.00
H -6.69975 3.10797 -0.95427 -0.151 -0.080 0.404 0.00
H -6.36642 3.20232 0.81767 -0.183 0.029 -0.344 0.00
H -8.04084 3.39422 0.20366 0.359 -0.071 -0.019 0.00
Pr -0.96131 0.05385 0.09921 0.255 -0.156 -0.967 2.03
C 1.10461 1.76581 -0.38540 -0.316 -0.125 -0.796 -0.01
C 1.28667 0.73782 -1.34221 -0.021 0.505 0.072 0.00
C 0.25556 0.83173 -2.30712 -0.167 0.295 -0.038 -0.01
H 2.12886 0.06100 -1.36652 -0.190 0.006 0.021 0.00
C -0.57061 1.93517 -1.95863 0.551 -0.255 0.198 0.00
C -0.07058 2.49022 -0.74681 0.230 -0.075 -0.214 -0.01
H -0.46581 3.36631 -0.24090 0.086 -0.165 -0.075 0.00
H 1.79887 1.98716 0.41062 -0.181 -0.006 0.085 0.00
H 0.16029 0.20583 -3.19364 -0.004 0.146 0.312 0.00
H -1.36576 2.34868 -2.57044 0.014 -0.148 0.220 0.00
C 0.48209 0.04828 2.32246 -0.846 0.215 0.262 -0.01
C -0.18885 1.30684 2.30005 -0.306 -0.272 0.561 0.00
C -1.58068 1.07684 2.49546 0.580 -0.360 0.360 -0.01
H 0.28269 2.28093 2.20301 -0.164 -0.281 -0.028 0.00
C -1.76564 -0.33295 2.66791 0.466 0.340 -0.054 0.00
C -0.49919 -0.95921 2.53776 0.038 0.029 0.579 -0.01
H -0.29753 -2.03236 2.61580 -0.108 0.575 -0.107 0.00
H 1.54702 -0.10764 2.22782 -0.053 -0.041 -0.103 0.00
H -2.34186 1.84312 2.59892 0.093 -0.134 -0.104 0.00
H -2.69680 -0.82384 2.93007 0.111 0.043 -0.245 0.00
O -3.72084 -0.66667 -0.86002 0.928 0.391 -0.774 0.00
C -3.74179 0.74823 -1.16121 0.133 0.414 0.835 0.00
C -4.16150 0.94860 -2.61940 0.477 -0.094 0.514 0.00
H -2.77565 1.30404 -1.03516 -0.103 -0.775 -0.010 0.00
H -4.42014 1.17166 -0.41274 0.420 -0.009 -0.612 0.00
C -4.31755 -0.48480 -3.17978 -0.453 -0.233 -0.178 0.00
H -3.34936 1.50461 -3.09590 -0.236 -0.195 -0.311 0.00
H -5.04875 1.58420 -2.63990 -0.094 -0.334 -0.284 0.00
C -3.71196 -1.42795 -2.11656 0.320 0.424 0.603 0.00
H -3.85369 -0.59897 -4.17167 0.014 -0.005 0.465 0.00
H -5.37645 -0.73395 -3.31653 0.235 0.092 0.057 0.00
H -2.67050 -1.69940 -2.34536 -0.184 0.043 -0.099 0.00
H -4.26255 -2.36066 -1.89291 0.119 0.570 -0.360 0.00
F 6.19012 -2.80049 -0.47984 -0.641 0.173 0.035 0.00
C 4.84828 -2.65128 -0.46088 0.070 -0.062 0.125 0.00
C 4.15716 -2.42437 -1.65462 0.037 -0.056 0.077 0.00
F 4.82336 -2.32053 -2.82353 -0.260 -0.126 0.645 0.00
C 2.77037 -2.33332 -1.62534 -0.500 -0.111 -0.092 0.00
F 2.08817 -2.24486 -2.80449 0.804 0.172 0.879 0.00
C 2.02852 -2.40144 -0.42851 1.330 -0.420 0.064 0.00
S 0.31591 -2.36179 -0.47170 -1.130 -0.349 0.053 0.00
C 2.76471 -2.66895 0.75373 -0.509 0.030 -0.213 0.00
F 2.09208 -2.90099 1.91483 0.618 0.359 -0.771 0.00
C 4.15040 -2.77300 0.75225 0.125 -0.039 -0.283 0.00
F 4.82216 -3.02471 1.89527 -0.296 0.114 -0.621 0.00
```
Positions in Å, forces in eV/Å.

- Highest occupied orbital energy (spin up / spin down): -7.710 / -7.735 eV
- ⟨S²⟩: 2.004
- Kohn-Sham gap (spin up / spin down): 0.2903 / 0.2913 Eh
- Multiplicity: 3
- LUMO (spin up / spin down): 0.007 / 0.007 hartree
- DFT total energy: -2534.37411 a.u.